A | Entry from OMol25: a gas-phase ion, C17H27N2O3 (charge +1) (the ωB97M-V functional and the def2-TZVPD basis).

Positions of all 49 atoms, in Å:
1 C 5.68309 -0.09735 -0.47860
2 H 6.66575 -0.51232 -0.27515
3 H 5.43735 -0.30667 -1.51611
4 C 4.66420 -0.70255 0.47990
5 N 3.38149 -0.02097 0.37515
6 C 2.59499 -0.34390 -0.78614
7 C 1.81091 -1.66356 -0.64099
8 N 0.95019 -1.58471 0.56085
9 C 0.04962 -2.75016 0.69455
10 H 0.63284 -3.61813 1.00900
11 H -0.39872 -2.94573 -0.28059
12 C -1.08332 -2.54171 1.71470
13 O -0.53573 -2.65543 3.00669
14 H -1.21839 -2.86643 3.65247
15 C -1.80803 -1.17569 1.55474
16 O -1.51962 -0.62492 0.28323
17 C -2.27002 0.45486 -0.15855
18 C -2.06455 0.81931 -1.48650
19 C -2.75676 1.88125 -2.03101
20 C -3.66060 2.60305 -1.25406
21 C -3.84161 2.23459 0.07642
22 C -3.15690 1.17007 0.63137
23 H -3.32274 0.91812 1.66650
24 H -4.53709 2.80458 0.67365
25 C -4.45492 3.76339 -1.76169
26 O -5.11638 4.43016 -1.00284
27 C -4.39047 4.04283 -3.23834
28 H -3.38113 4.33897 -3.51728
29 H -4.66460 3.15642 -3.80582
30 H -5.07425 4.85267 -3.47791
31 H -2.58336 2.14110 -3.06254
32 H -1.36781 0.25174 -2.08475
33 H -2.88770 -1.31500 1.67109
34 H -1.45690 -0.50181 2.35027
35 H -1.79905 -3.35433 1.53445
36 C 1.79366 -1.33972 1.75309
37 C 2.55746 -0.02007 1.55574
38 H 3.17581 0.17283 2.43226
39 H 1.83733 0.80227 1.46706
40 H 1.16566 -1.30654 2.64218
41 H 2.49176 -2.17305 1.85492
42 H 0.31343 -0.77534 0.42674
43 H 1.18996 -1.82857 -1.52209
44 H 2.49343 -2.50785 -0.52575
45 H 3.24558 -0.40943 -1.65704
46 H 1.88454 0.47284 -0.95869
47 H 4.58509 -1.78543 0.29683
48 H 5.02414 -0.56261 1.50019
49 H 5.72235 0.97891 -0.34162

HOMO level = -11.822 eV
charge = +1
SMILES = CCN1CC[NH+](C[C@@H](O)COc2ccc(C(C)=O)cc2)CC1
Kohn-Sham gap = 9.516 eV
M = 307.41 u

These are the Löwdin partial charges, in e, on atoms 1 to 8: atom 1 (C): -0.071, atom 2 (H): 0.079, atom 3 (H): 0.065, atom 4 (C): -0.242, atom 5 (N): -0.184, atom 6 (C): -0.143, atom 7 (C): -0.077, atom 8 (N): -0.099

B | Entry from OMol25: a gas-phase ion, C17H27N2O3 (charge +1) (the ωB97M-V functional and the def2-TZVPD basis).

Positions of all 49 atoms, in Å:
1 C 3.12371 -2.40010 -0.35701
2 C 2.34272 -2.28044 0.70704
3 C 2.32727 -1.06545 1.57815
4 H 2.66775 -1.32315 2.58012
5 H 1.32600 -0.64795 1.66617
6 H 2.98527 -0.29988 1.17970
7 C 1.43464 -3.40873 1.13467
8 N 0.00717 -3.18035 0.77283
9 C -0.17813 -3.08079 -0.69638
10 H -0.51243 -4.04431 -1.08823
11 H 0.79661 -2.85012 -1.13263
12 C -1.15675 -1.96951 -1.10702
13 H -2.18698 -2.26647 -0.90106
14 C -0.89981 -0.68471 -0.33218
15 O -0.74992 -0.74655 0.90074
16 N -0.86129 0.43441 -1.03838
17 C -0.65698 1.75956 -0.60315
18 C -0.65615 2.15844 0.72140
19 C -0.45755 3.48476 1.06143
20 C -0.25860 4.43417 0.06374
21 C -0.25924 4.03570 -1.27894
22 C -0.45562 2.71497 -1.62134
23 O -0.47179 2.22669 -2.89566
24 C -0.27266 3.13161 -3.96346
25 H 0.70655 3.61168 -3.89600
26 H -1.05579 3.89282 -3.98926
27 H -0.32044 2.53029 -4.86947
28 H -0.10317 4.80052 -2.02033
29 O -0.05709 5.75007 0.26870
30 C -0.05097 6.24707 1.59003
31 H 0.75595 5.80279 2.17960
32 H 0.11724 7.31820 1.49808
33 H -1.00938 6.07219 2.08668
34 H -0.46506 3.76207 2.10178
35 H -0.81810 1.43018 1.49768
36 H -0.95980 0.38910 -2.04659
37 H -1.06434 -1.80712 -2.18001
38 C -0.85393 -4.19144 1.42653
39 C -2.33810 -3.89767 1.28871
40 H -2.69838 -4.07452 0.27947
41 H -2.88882 -4.55942 1.95147
42 H -2.55686 -2.87365 1.58164
43 H -0.61697 -5.17433 1.00908
44 H -0.59534 -4.19991 2.48730
45 H -0.29259 -2.19225 1.11611
46 H 1.48652 -3.51185 2.22062
47 H 1.75355 -4.34996 0.67855
48 H 3.78896 -1.61003 -0.65668
49 H 3.15910 -3.29663 -0.95425

HOMO level = -10.561 eV
charge = +1
SMILES = C=C(C)C[N@H+](CC)CCC(=O)Nc1ccc(OC)cc1OC
Kohn-Sham gap = 8.473 eV
M = 307.41 u

These are the Löwdin partial charges, in e, on atoms 1 to 8: atom 1 (C): 0.075, atom 2 (C): -0.348, atom 3 (C): -0.034, atom 4 (H): 0.094, atom 5 (H): 0.064, atom 6 (H): 0.089, atom 7 (C): -0.092, atom 8 (N): -0.121

The winner here is B, beating the second structure by 0.0125 hartree.

A | Entry from OMol25: 11 unconnected molecules or ions with the total composition H21O11 (the ωB97M-V functional and the def2-TZVPD basis).

Positions of all 32 atoms, in Å:
1 O -3.31927 1.38940 -1.54725
2 H -2.49544 1.33903 -0.95949
3 H -4.16047 1.05607 -1.25015
4 O 2.58401 1.06158 -4.19765
5 H 3.37485 0.91533 -3.60505
6 H 2.18982 1.72572 -3.70633
7 O 1.97714 2.41306 -1.42281
8 H -0.15400 -2.11901 2.95095
9 H -2.79238 0.32415 2.26301
10 O 2.04883 -2.63728 0.01694
11 H 2.00605 -2.82044 0.83612
12 H 1.37743 -2.60516 -0.56161
13 O -0.87720 1.18147 -0.54655
14 H -0.99859 0.41509 0.09303
15 H 1.62665 -0.07197 0.47354
16 O -3.60095 0.73158 2.86227
17 H -3.94844 1.06773 2.05148
18 H 3.12034 -0.67126 -0.01519
19 O 2.47669 0.08013 -0.02711
20 H 2.52337 1.67467 -1.06696
21 O 0.23728 -1.96896 2.06261
22 H 1.07348 2.01453 -1.44472
23 H -0.64206 -1.50939 1.60309
24 O 1.88837 -0.33736 2.84985
25 H 1.25688 -1.02151 2.81141
26 H 1.81880 0.28372 3.49600
27 O -1.85949 -0.37729 1.32527
28 H -0.32380 1.72131 0.08958
29 H -2.45643 -1.02055 1.04240
30 O -1.19291 -0.95878 -1.88088
31 H -0.70270 -0.18143 -2.28796
32 H -2.05586 -1.09422 -2.30783

HOMO level = -6.243 eV
charge = -1
Kohn-Sham gap = 9.302 eV
M = 197.16 u

These are the Löwdin partial charges, in e, on atoms 1 to 8: atom 1 (O): -0.117, atom 2 (H): 0.006, atom 3 (H): 0.005, atom 4 (O): -0.062, atom 5 (H): 0.065, atom 6 (H): -0.047, atom 7 (O): -0.105, atom 8 (H): 0.061

B | Entry from OMol25: 11 unconnected molecules or ions with the total composition H21O11 (the ωB97M-V functional and the def2-TZVPD basis).

Positions of all 32 atoms, in Å:
1 O -1.57325 2.48128 -3.93337
2 H -1.05730 1.85066 -3.61184
3 H -2.33059 2.67811 -3.36345
4 O -3.70805 -2.57625 -1.89148
5 H -3.59250 -1.65669 -2.25046
6 H -2.98385 -2.79845 -1.29018
7 O 0.03268 -2.52054 -2.25975
8 H 2.28852 1.24121 2.96950
9 H 0.15034 3.51077 1.66608
10 O 0.75341 -2.23207 2.80371
11 H 1.19050 -1.64417 3.21525
12 H 0.02097 -2.06199 2.33660
13 O -0.43295 0.75169 -1.96405
14 H -0.08448 1.05353 -1.11608
15 H 1.11632 -0.28565 -1.13057
16 O 0.79111 2.92483 1.83722
17 H 0.88862 1.99690 1.49657
18 H 1.33267 -1.20081 0.05979
19 O 1.83501 -0.50256 -0.46998
20 H -0.01741 -1.60187 -1.95303
21 O 1.72727 0.58999 3.08134
22 H 0.76017 -2.85212 -1.77542
23 H 0.85199 0.78097 2.62697
24 O 2.57558 1.88714 0.45994
25 H 2.56145 0.93538 0.64394
26 H 3.29745 2.31866 0.91116
27 O -0.13058 0.46623 1.04437
28 H -1.08282 0.05827 -1.87729
29 H -0.94542 0.93928 1.49972
30 O -1.73711 -1.45495 1.06838
31 H -2.43324 -1.13891 1.64280
32 H -0.99637 -0.64142 1.08935

HOMO level = -6.084 eV
charge = -1
Kohn-Sham gap = 8.929 eV
M = 197.16 u

These are the Löwdin partial charges, in e, on atoms 1 to 8: atom 1 (O): -0.015, atom 2 (H): -0.094, atom 3 (H): 0.047, atom 4 (O): -0.095, atom 5 (H): 0.049, atom 6 (H): 0.019, atom 7 (O): -0.034, atom 8 (H): -0.075

The winner here is A, beating the second structure by 0.0277 hartree.

A | Entry from OMol25: a gas-phase ion, C5H12NO (charge +2) (the ωB97M-V functional and the def2-TZVPD basis).

Positions of all 19 atoms, in Å:
1 C 1.74425 1.77481 0.17252
2 O 1.46970 1.28992 1.43048
3 C 1.34416 0.87498 -0.96066
4 C -0.14068 0.46647 -1.07262
5 C -0.54660 -0.66041 -0.13539
6 C -1.70374 -1.28801 -0.15966
7 N -2.02222 -2.31841 0.87530
8 H 1.37332 2.82822 0.12689
9 H 2.86772 1.93257 0.18332
10 H 1.74981 1.94540 2.11155
11 H 1.61585 1.45267 -1.83819
12 H 1.94490 -0.03902 -0.94210
13 H -0.77415 1.29167 -0.76962
14 H -0.35898 0.21375 -2.11010
15 H 0.23134 -1.02065 0.54030
16 H -2.51541 -1.10295 -0.85294
17 H -1.17804 -2.83829 1.12759
18 H -2.75081 -2.96151 0.55431
19 H -2.35041 -1.84119 1.71901

HOMO level (alpha / beta) = -18.490 / -18.482 eV
charge = +2
Kohn-Sham gap (alpha / beta) = 11.698 / 5.292 eV
M = 102.16 u
2S+1 = 2

These are the Löwdin partial charges, in e, on atoms 1 to 8: atom 1 (C): -0.134, atom 2 (O): 0.246, atom 3 (C): -0.129, atom 4 (C): -0.129, atom 5 (C): -0.061, atom 6 (C): -0.053, atom 7 (N): 0.222, atom 8 (H): 0.216

B | Entry from OMol25: 2 unconnected molecules or ions with the total composition C5H12NO (the ωB97M-V functional and the def2-TZVPD basis).

Positions of all 19 atoms, in Å:
1 C 0.51810 -1.12140 1.72100
2 O 1.03521 -2.13500 2.52054
3 C -0.25621 -1.68710 0.58721
4 C -1.56183 -1.39155 0.41298
5 H 1.43904 -0.58866 1.35601
6 H -0.11142 -0.46294 2.34581
7 H 1.45503 -1.71144 3.30058
8 H 0.21710 -2.52458 0.08153
9 H -2.12875 -1.98986 -0.29377
10 H -2.10546 -0.64676 0.98574
11 C 1.08142 1.44862 -2.07488
12 C -0.91884 2.04620 -0.82940
13 N 0.01403 1.21648 -1.08633
14 H 0.93528 0.77475 -2.91769
15 H 2.03671 1.19966 -1.61760
16 H 1.05429 2.48945 -2.37918
17 H -0.95290 2.98952 -1.36430
18 H -1.69005 1.80717 -0.10809
19 H -0.06075 0.28743 -0.64015

HOMO level (alpha / beta) = -20.116 / -19.406 eV
charge = +2
Kohn-Sham gap (alpha / beta) = 11.729 / 5.901 eV
M = 102.16 u
2S+1 = 2

These are the Löwdin partial charges, in e, on atoms 1 to 8: atom 1 (C): -0.175, atom 2 (O): 0.204, atom 3 (C): -0.079, atom 4 (C): 0.155, atom 5 (H): 0.215, atom 6 (H): 0.181, atom 7 (H): 0.182, atom 8 (H): 0.146

The winner here is A, beating the second structure by 0.0439 hartree.

A | Entry from OMol25: 2 unconnected molecules or ions with the total composition C5H11NO2 (the ωB97M-V functional and the def2-TZVPD basis).

Positions of all 19 atoms, in Å:
1 O 2.02156 -0.57969 1.64458
2 C 1.46385 0.40241 1.98661
3 C 0.59178 1.32804 1.03391
4 C 0.10701 0.48417 -0.11307
5 C -1.30397 -0.08964 0.00554
6 C -2.01380 0.06139 -1.12112
7 N -1.43209 -1.07770 1.10528
8 H 1.71484 0.83673 2.96782
9 H -0.02194 1.98046 1.62044
10 H 1.43853 2.15933 0.82893
11 H 0.10077 1.07476 -0.98383
12 H 0.60888 -0.41090 -0.45418
13 H -2.86592 -0.61172 -1.50202
14 H -1.91487 0.88228 -1.71872
15 H -2.26576 -1.48865 1.43503
16 H -0.99583 -0.58274 1.92729
17 H 1.28064 -1.86995 -3.43236
18 H 1.80551 -1.39030 -2.15608
19 O 1.68081 -1.10828 -3.07405

HOMO level (alpha / beta) = -13.731 / -13.690 eV
charge = +1
Kohn-Sham gap (alpha / beta) = 9.510 / 5.500 eV
M = 117.15 u
2S+1 = 2

These are the Löwdin partial charges, in e, on atoms 1 to 8: atom 1 (O): 0.093, atom 2 (C): -0.273, atom 3 (C): -0.107, atom 4 (C): -0.153, atom 5 (C): -0.186, atom 6 (C): 0.227, atom 7 (N): 0.260, atom 8 (H): 0.128

B | Entry from OMol25: a gas-phase ion, C5H11NO2 (charge +1) (the ωB97M-V functional and the def2-TZVPD basis).

Positions of all 19 atoms, in Å:
1 C 1.30831 1.11673 0.46224
2 C 0.22991 0.07532 0.03412
3 C -0.19973 0.24973 -1.44479
4 C 0.33081 -0.85719 -2.34907
5 N -0.85163 0.28087 0.93699
6 C -1.10380 -0.68606 1.96118
7 O -1.61948 -0.11376 3.00830
8 O -0.87086 -1.84384 1.78982
9 H 2.27373 0.61652 0.52556
10 H 1.20685 1.63049 1.41429
11 H 1.36642 1.83516 -0.34961
12 H 0.61115 -0.90104 0.28795
13 H 0.06456 1.25940 -1.75588
14 H -1.29743 0.32935 -1.52539
15 H 0.86031 -0.40751 -3.19189
16 H -0.40757 -1.51033 -2.78956
17 H 1.02092 -1.50998 -1.83642
18 H -1.09181 1.25445 1.16232
19 H -1.83066 -0.81829 3.65986

HOMO level (alpha / beta) = -15.956 / -15.898 eV
charge = +1
Kohn-Sham gap (alpha / beta) = 12.833 / 7.138 eV
M = 117.15 u
2S+1 = 2

These are the Löwdin partial charges, in e, on atoms 1 to 8: atom 1 (C): 0.033, atom 2 (C): -0.305, atom 3 (C): -0.157, atom 4 (C): -0.056, atom 5 (N): 0.286, atom 6 (C): -0.528, atom 7 (O): 0.202, atom 8 (O): 0.218

C | Entry from OMol25: a gas-phase ion, C5H11NO2 (charge +1) (the ωB97M-V functional and the def2-TZVPD basis).

Positions of all 19 atoms, in Å:
1 C 0.19222 -0.71119 1.11569
2 N -1.07802 -1.35989 1.08698
3 C -2.08627 -1.18024 0.15095
4 O -1.65052 -0.69302 -1.00038
5 O -3.23078 -1.48223 0.37813
6 C 0.16157 0.80012 0.80231
7 C 1.31468 1.25139 -0.09324
8 C 1.32200 0.53451 -1.49698
9 H 0.92861 -1.23623 0.48986
10 H 0.75593 -0.94599 2.03796
11 H -1.54648 -1.53507 1.98023
12 H -2.15003 -0.81037 -1.81629
13 H -0.74590 1.15443 0.25462
14 H 0.11413 1.41558 1.70190
15 H 2.32105 1.26657 0.30553
16 H 1.19735 2.31256 -0.36934
17 H 2.29165 0.80817 -1.94380
18 H 0.60747 0.95737 -2.21206
19 H 1.28135 -0.54648 -1.37207

HOMO level (alpha / beta) = -15.511 / -15.489 eV
charge = +1
Kohn-Sham gap (alpha / beta) = 12.273 / 6.144 eV
M = 117.15 u
2S+1 = 2

These are the Löwdin partial charges, in e, on atoms 1 to 8: atom 1 (C): -0.111, atom 2 (N): 0.275, atom 3 (C): -0.514, atom 4 (O): 0.168, atom 5 (O): 0.246, atom 6 (C): -0.150, atom 7 (C): -0.226, atom 8 (C): -0.086

The winner here is B, beating the second structure by 0.0208 hartree.

A | Entry from OMol25: 2 unconnected molecules or ions with the total composition C4H13N2O2 (the ωB97M-V functional and the def2-TZVPD basis).

Positions of all 21 atoms, in Å:
1 O -1.57594 -0.16532 -1.52518
2 C -0.77258 0.72164 -1.32028
3 N -0.47963 1.72121 -2.19784
4 C -0.42486 0.81818 0.17302
5 N -0.56894 -0.67276 0.76885
6 C -0.91564 -0.84461 2.22210
7 C 0.96948 1.27775 0.31662
8 H -0.61102 1.56179 -3.19059
9 H 0.18649 2.36651 -1.82242
10 H -1.24910 1.26292 0.70172
11 H -1.36497 -0.90539 0.12461
12 H 0.40553 -1.19035 0.63784
13 H -0.50326 -1.86294 2.43867
14 H -0.56701 -0.10978 2.93455
15 H -1.99556 -0.97449 2.32799
16 H 1.09554 2.32268 -0.06755
17 H 1.57848 1.33594 1.23758
18 H 1.66912 0.66874 -0.27756
19 H 2.35750 -2.69141 -0.74406
20 H 1.18435 -2.44140 -1.78043
21 O 1.58202 -2.19891 -0.95764

HOMO level = -14.490 eV
charge = +1
Kohn-Sham gap = 11.631 eV
M = 121.16 u

These are the Löwdin partial charges, in e, on atoms 1 to 8: atom 1 (O): 0.066, atom 2 (C): -0.471, atom 3 (N): 0.220, atom 4 (C): -0.192, atom 5 (N): 0.025, atom 6 (C): -0.005, atom 7 (C): -0.060, atom 8 (H): 0.143

B | Entry from OMol25: 2 unconnected molecules or ions with the total composition C4H13N2O2 (the ωB97M-V functional and the def2-TZVPD basis).

Positions of all 21 atoms, in Å:
1 C -2.41523 -1.80746 0.70873
2 C 0.48631 0.66743 1.48329
3 C 2.02242 0.09169 -0.33005
4 C 0.07083 1.18697 -2.06338
5 N -0.98800 -1.86136 0.80774
6 N 0.66963 0.33192 0.09061
7 O -0.09326 1.19789 -0.65788
8 O -0.21742 -1.46055 -0.08080
9 H -2.83504 -2.66020 1.24029
10 H -2.82089 -0.89257 1.14677
11 H -2.70102 -1.84844 -0.34292
12 H 0.82619 -0.15614 2.10843
13 H 1.04993 1.56598 1.74723
14 H -0.56965 0.86647 1.66504
15 H 2.03992 -0.39949 -1.30024
16 H 2.57679 1.03437 -0.38452
17 H 2.50140 -0.55702 0.39833
18 H -0.72249 1.83967 -2.42184
19 H -0.06319 0.18446 -2.47353
20 H 1.03749 1.59824 -2.36316
21 H -0.58006 -2.28655 1.64493

HOMO level (alpha / beta) = -13.532 / -12.886 eV
charge = +1
Kohn-Sham gap (alpha / beta) = 9.265 / 7.851 eV
M = 121.16 u

These are the Löwdin partial charges, in e, on atoms 1 to 8: atom 1 (C): -0.010, atom 2 (C): 0.002, atom 3 (C): -0.003, atom 4 (C): -0.037, atom 5 (N): -0.116, atom 6 (N): -0.248, atom 7 (O): -0.089, atom 8 (O): 0.017

The winner here is A, beating the second structure by 0.1895 hartree.